[1]
Entry from the Open Molecules 2025 dataset: C26H50P2SiW as an isolated structure (ωB97M-V with the def2-TZVPD basis set).

Geometry as XYZ:
```
80
Properties=species:S:1:pos:R:3:forces:R:3
W 0.9536 -2.0301 -1.9546 0.36 3.72 3.80
C 1.7034 0.3840 0.4705 -0.06 1.19 -1.66
C 1.2586 1.2036 -0.6026 0.85 -1.48 0.40
C -0.5302 0.8261 0.8123 1.44 -1.23 1.28
C 0.5858 0.1293 1.3380 -2.32 1.02 -0.25
C -0.1072 1.5045 -0.3729 0.18 0.14 0.11
C 3.1218 0.1701 0.8493 0.29 0.16 -0.18
H 3.7925 0.6086 0.0938 -0.13 -0.16 0.30
H 3.4050 -0.8872 1.0191 -0.16 0.37 0.19
H 3.2987 0.7079 1.7940 0.17 -0.28 -0.16
C 0.7098 -0.4881 2.6813 0.07 -0.08 0.33
H 1.2251 -1.4561 2.6626 -0.05 0.15 0.00
H -0.2652 -0.6338 3.1535 0.18 0.02 -0.03
H 1.3006 0.1732 3.3362 -0.17 -0.19 -0.07
C -1.8293 1.0656 1.4773 -0.64 0.12 0.11
H -1.8670 2.1034 1.8567 -0.08 -0.40 -0.05
H -1.9971 0.3827 2.3209 0.02 0.26 -0.23
H -2.6681 0.9500 0.7721 0.18 0.05 0.26
C -0.8816 2.5295 -1.1111 -0.07 0.41 -0.30
H -0.9663 3.4613 -0.5050 -0.09 -0.59 -0.27
H -1.8985 2.1847 -1.3762 0.35 0.24 0.30
H -0.3573 2.8130 -2.0387 -0.27 -0.04 0.29
C 2.0936 1.8059 -1.6732 0.56 0.82 -0.05
H 2.4010 2.8272 -1.3610 -0.11 -0.40 -0.43
H 1.5476 1.8952 -2.6277 0.25 0.13 0.33
H 3.0299 1.2538 -1.8679 -0.36 0.10 0.06
C 0.9336 -3.8651 -2.6470 0.68 -0.54 0.82
C 2.4266 -3.2973 -2.6627 2.39 -2.18 -0.89
C 2.9284 -2.7825 -4.0287 0.89 -0.41 -0.40
C 2.2049 -1.5362 -4.5801 0.35 0.58 -0.45
C 1.2491 -0.9223 -3.5673 -0.57 0.71 -0.80
C -0.2364 -1.1087 -3.9084 -1.12 2.11 -2.12
C -0.6366 -2.5410 -4.3400 -0.07 -0.52 -0.99
C 0.1920 -3.8216 -3.9673 -0.27 -0.76 -0.60
H 2.9115 -3.6180 -4.7602 0.08 0.46 0.51
H 1.6734 -1.7083 -5.5401 0.35 -0.17 0.61
H 3.9819 -2.5066 -3.8925 -0.22 -0.38 -0.29
H 0.8963 -4.0833 -4.7755 -0.34 0.24 0.23
H 0.8126 -4.7472 -1.9956 0.25 0.28 -0.62
H 3.0628 -4.1049 -2.2371 -0.53 0.14 -0.71
H -0.5299 -4.6571 -3.9594 0.30 0.32 0.09
H -1.6922 -2.6900 -4.0783 0.31 -0.02 0.05
H -0.3412 -0.5117 -4.8562 0.12 -0.50 0.51
H -0.5879 -2.5157 -5.4481 -0.32 -0.25 0.63
H 2.9615 -0.7576 -4.8143 -0.37 -0.52 0.03
H 1.5301 0.1075 -3.2896 -0.49 -0.30 -0.16
P 3.2422 -2.1287 -1.1244 -0.54 -1.54 -0.20
C 3.5881 -3.3820 0.1685 0.22 -0.08 0.02
C 4.9012 -1.6437 -1.7014 0.08 0.21 -0.60
P -3.0659 0.5307 -3.2767 1.96 -1.24 -0.25
C -1.2049 -0.3788 -2.9405 -0.80 -0.05 1.07
C -2.6162 1.4015 -4.8267 -0.24 0.46 -0.15
C -4.0441 -0.7726 -4.1105 -0.34 -0.32 0.34
H 2.6630 -3.6716 0.6846 0.39 0.11 -0.12
H 4.2971 -2.9269 0.8875 -0.36 -0.31 -0.28
H 4.0561 -4.2832 -0.2772 -0.15 0.53 0.25
H 4.8653 -1.1240 -2.6673 -0.09 -0.01 0.33
H 5.5977 -2.5013 -1.8021 -0.58 0.31 0.27
H 5.2844 -0.9299 -0.9618 -0.03 -0.21 -0.02
H -3.4269 -1.4140 -4.7568 -0.34 0.19 0.14
H -4.7699 -0.2219 -4.7313 0.17 -0.32 0.19
H -4.6144 -1.3575 -3.3743 0.24 -0.03 -0.34
H -1.4703 -1.0698 -2.1274 -0.08 0.37 -0.07
H -0.7143 0.4824 -2.4649 0.10 -0.27 -0.26
H -2.9044 2.4567 -4.6976 0.30 -0.27 -0.29
H -3.2347 0.9641 -5.6303 0.58 0.38 0.15
H -1.5440 1.3269 -5.0610 -0.38 0.14 -0.06
C -0.2331 -3.4109 1.1152 0.86 -0.02 -0.02
Si -0.8904 -2.9705 -0.6058 -4.16 -1.11 0.91
C -1.7481 -4.5994 -1.1820 0.47 0.19 -0.18
C -2.4986 -1.9725 -0.1977 0.26 0.21 -0.14
H 0.8485 -3.2848 1.2317 -0.19 -0.03 0.35
H -0.4783 -4.4605 1.3319 0.12 0.23 -0.21
H -0.7417 -2.7823 1.8587 0.26 -0.05 -0.32
H -1.0210 -5.3914 -1.4011 -0.33 -0.05 -0.01
H -2.3724 -4.4249 -2.0676 0.16 -0.09 0.05
H -2.4298 -4.9731 -0.3940 0.42 0.34 -0.21
H -2.4639 -1.6515 0.8498 -0.03 0.00 -0.21
H -2.6844 -1.0802 -0.8043 -0.08 -0.10 0.30
H -3.3778 -2.6238 -0.3197 0.35 0.08 0.03
```
Forces are in eV/Å.

Summary:
Frontier orbital gap (alpha / beta) ... 4.890 / 5.101 eV
2S+1 ... 3
Charge ... +2
Electronic energy ... -2059.1367 Ha
LUMO energy (alpha / beta) ... -7.99 / -7.68 eV
<S²> ... 2.033
Largest force on an atom ... 5.33 eV/Å

[2]
Entry from the Open Molecules 2025 dataset: C26H51N11O19S as an isolated structure (ωB97M-V with the def2-TZVPD basis set).

Geometry as XYZ:
```
108
Properties=species:S:1:pos:R:3:forces:R:3
C 0.2530 5.1449 1.9983 -0.90 -0.66 0.06
C -0.5129 4.1149 1.4924 0.47 0.42 0.84
C -1.3365 3.1196 2.3335 -1.98 -1.19 -0.46
C -1.3567 3.1184 3.8782 -1.50 -2.45 0.22
O -0.6095 4.0457 4.6136 -0.41 -1.36 -0.91
C -2.1251 2.1237 4.6261 0.33 0.47 -1.22
C -2.9717 1.0582 3.9565 1.20 1.26 -0.64
N -3.7330 0.0623 4.5516 1.08 1.85 -3.41
S -4.3909 -0.7575 3.2246 1.50 1.83 -0.24
N -3.7259 0.0765 1.9302 0.86 1.13 1.91
C -2.9230 1.0933 2.4328 -0.98 -1.27 1.38
C -2.1179 2.0868 1.6423 0.20 1.32 0.93
C -2.1727 1.9101 0.0652 0.29 -0.34 1.29
C -1.1864 0.6827 -0.2492 -0.51 0.59 -0.48
C 0.3233 1.1242 -0.4399 -0.52 0.85 0.34
C 1.1965 1.0956 0.8734 0.46 -0.45 0.10
C 1.2047 -0.2836 1.6541 0.59 0.08 -0.29
C 1.1456 -1.5765 0.7476 0.58 -1.05 1.23
C 1.7245 -2.7846 1.6470 -0.57 -0.03 0.41
C 0.6957 -3.9711 1.8476 0.75 -0.55 0.60
C 0.9871 -4.7717 3.2085 -0.33 -0.01 0.08
H 1.1974 5.4563 1.4869 -1.45 0.27 -0.02
H -0.0498 5.6776 2.9421 0.92 -1.16 -0.74
H -0.4856 3.9824 0.3728 0.45 -0.59 1.56
H 0.3290 3.7509 4.5404 -0.51 0.35 -0.06
H -2.1151 2.1017 5.7518 0.21 0.35 -1.41
H -3.2391 1.6869 -0.2510 1.26 0.03 0.54
H -1.8880 2.8545 -0.4727 -0.13 -1.00 0.56
H -1.2686 -0.0185 0.6231 -0.03 0.39 -1.07
H -1.6007 0.2048 -1.1927 0.72 0.25 1.12
H 0.8070 0.5267 -1.2602 -0.40 0.49 0.88
H 0.2964 2.2100 -0.7757 0.21 -1.32 0.14
H 2.2740 1.3001 0.5711 -1.25 -0.17 0.22
H 0.9375 1.8975 1.6174 0.05 -0.73 -1.07
H 2.1974 -0.3316 2.2067 -1.13 0.09 -0.58
H 0.4201 -0.3488 2.4747 0.67 0.12 -1.11
H 0.0825 -1.8525 0.4677 1.25 0.50 0.06
H 1.8084 -1.5402 -0.1617 -0.88 0.43 0.74
H 2.7046 -3.1789 1.2369 -1.14 0.41 0.33
H 1.9767 -2.3990 2.6852 -0.30 -0.29 -1.25
H -0.3705 -3.6190 1.9288 1.11 -0.07 -0.42
H 0.8117 -4.6781 0.9677 -0.50 0.77 0.99
H 1.5302 -5.7408 3.0318 -0.41 1.00 0.17
H 1.5784 -4.1490 3.9470 -0.54 -0.65 -0.95
H 0.0223 -5.0272 3.7482 1.07 0.22 -0.75
C 3.9284 1.9505 4.2336 0.13 -0.17 -0.28
N 2.6665 2.6992 4.4780 0.29 -0.13 0.04
O 1.8502 2.7373 3.5711 0.01 0.17 0.52
O 2.5358 3.2217 5.5669 -0.21 -0.06 -0.38
H 3.9033 1.5417 3.2268 -0.09 0.05 0.10
H 4.7524 2.6522 4.3455 -0.08 -0.06 0.13
H 3.9852 1.1538 4.9724 0.03 0.13 0.02
C 0.4586 3.6763 -4.0002 -0.05 0.28 0.10
N 1.5824 2.9864 -3.3142 -0.08 0.11 0.16
O 1.9338 3.4215 -2.2344 0.12 -0.23 -0.30
O 2.0724 2.0287 -3.8880 -0.04 0.19 0.20
H 0.1236 4.5027 -3.3785 0.10 -0.13 0.04
H 0.8310 4.0385 -4.9586 -0.11 -0.26 0.33
H -0.3390 2.9484 -4.1371 0.12 0.00 -0.12
C 5.9466 -3.8281 2.2927 -0.22 -0.14 -0.10
N 5.9686 -2.4213 2.7728 -0.04 -0.05 0.04
O 4.8967 -1.8528 2.8873 0.27 0.14 0.04
O 7.0575 -1.9384 3.0162 -0.37 0.00 -0.03
H 4.9143 -4.1216 2.1179 0.06 0.12 0.09
H 6.5208 -3.8693 1.3690 0.09 0.00 0.29
H 6.3976 -4.4468 3.0656 0.11 0.08 -0.12
C -6.1913 0.7173 -1.6972 0.16 -0.24 0.14
N -6.3516 1.5848 -2.8940 0.13 -0.10 0.00
O -5.6287 1.3657 -3.8472 -0.27 0.23 0.15
O -7.2003 2.4571 -2.8332 0.35 -0.20 0.11
H -5.4064 -0.0083 -1.8929 -0.06 0.12 -0.07
H -5.9231 1.3593 -0.8602 -0.15 -0.02 -0.03
H -7.1425 0.2184 -1.5231 0.02 0.16 0.05
C 6.1314 -5.0616 -2.1207 0.01 -0.16 -0.18
N 6.5298 -5.5702 -0.7817 -0.04 -0.17 -0.17
O 5.9597 -6.5589 -0.3639 0.25 0.32 0.12
O 7.4045 -4.9538 -0.1947 -0.15 -0.27 -0.13
H 5.3509 -5.7008 -2.5201 0.08 0.06 0.13
H 5.7677 -4.0464 -1.9893 0.13 -0.08 -0.01
H 7.0142 -5.0862 -2.7573 0.01 0.09 0.13
C 2.0471 -3.4351 -4.4286 -0.22 0.25 0.04
N 3.1721 -4.1349 -3.7533 -0.05 0.06 0.05
O 3.5294 -3.7074 -2.6705 -0.15 -0.14 -0.30
O 3.6555 -5.0879 -4.3346 -0.04 0.24 0.23
H 1.7191 -2.6123 -3.7988 0.11 -0.11 0.01
H 2.4160 -3.0675 -5.3839 -0.04 -0.16 0.02
H 1.2466 -4.1590 -4.5668 0.13 0.00 -0.10
C -8.5300 3.0082 -5.4749 0.13 -0.08 0.04
N -9.3024 2.1521 -6.4150 -0.02 -0.01 -0.05
O -9.1328 0.9484 -6.3450 -0.15 0.27 -0.12
O -10.0510 2.7197 -7.1887 0.15 -0.26 0.14
H -7.9119 2.3745 -4.8530 -0.12 0.04 -0.20
H -7.9157 3.6792 -6.0721 -0.16 0.03 0.02
H -9.2462 3.5613 -4.8708 0.04 0.04 -0.13
C 1.8041 2.9747 -8.1782 0.18 -0.17 -0.17
N 0.5239 3.6979 -7.9552 -0.11 -0.01 -0.26
O -0.2715 3.7240 -8.8702 0.12 0.08 0.40
O 0.3676 4.2147 -6.8606 -0.09 -0.02 -0.65
H 1.8051 2.5694 -9.1863 -0.10 0.09 0.09
H 2.6126 3.6915 -8.0490 -0.07 -0.07 0.13
H 1.8628 2.1766 -7.4402 0.04 0.16 0.06
C -3.5435 -2.0850 6.7200 0.16 0.06 -0.18
N -2.9604 -3.3769 7.1736 0.02 -0.08 0.04
O -2.0240 -3.8234 6.5366 -0.22 -0.01 0.24
O -3.4646 -3.8948 8.1527 0.20 0.04 -0.26
H -2.9999 -1.7433 5.8467 0.00 -0.13 0.17
H -4.5893 -2.2642 6.4781 0.04 0.04 0.15
H -3.4438 -1.3749 7.5382 -0.13 -0.09 -0.02
```
Forces are in eV/Å.

Summary:
Frontier orbital gap ... 7.196 eV
Charge ... 0
Electronic energy ... -3450.3465 Ha
LUMO energy ... -1.17 eV
Largest force on an atom ... 4.03 eV/Å

[3]
Entry from the Open Molecules 2025 dataset: a 3-piece molecular cluster, C26H51N3O4S overall (ωB97M-V with the def2-TZVPD basis set).

Geometry as XYZ:
```
85
Properties=species:S:1:pos:R:3:forces:R:3
C -2.3739 -6.8182 -2.6547 0.88 0.10 -0.79
O -3.3582 -6.7494 -3.7857 2.46 1.02 0.50
C -2.5789 -6.0221 -4.8364 -0.06 -0.91 -0.69
C -3.4994 -5.4480 -6.0641 -0.42 -0.28 0.14
C -4.2132 -3.9995 -5.7858 0.53 -0.01 -1.08
C -3.2708 -2.8883 -5.0353 -1.52 2.94 3.09
C -3.9093 -1.9566 -4.0209 2.04 -1.26 -1.93
C -5.5059 -1.9753 -3.6245 0.43 -0.01 -0.96
C -5.9417 -3.1611 -2.5795 -1.77 0.26 0.74
N -6.9625 -4.1041 -3.2503 0.50 0.18 0.44
N -4.7925 -3.9631 -2.0047 -1.68 0.79 0.63
N -6.7253 -2.4900 -1.4409 -0.75 0.20 -0.37
C -2.9864 -0.8066 -3.2314 -1.54 1.10 3.83
O -3.4525 -0.3013 -2.0798 2.69 -2.75 -6.72
C -1.5247 -0.3337 -3.8081 1.52 -2.34 -2.41
C -0.8407 1.0709 -3.3013 -0.69 0.08 0.38
C -0.5679 1.1510 -1.6775 -0.30 0.77 0.01
O 0.0227 -0.0697 -1.1005 -1.67 0.80 0.31
C -0.8688 -1.2539 -4.8059 -3.31 2.10 2.10
S 0.8214 -0.8832 -5.5558 -1.56 0.21 -0.10
C -1.6612 -2.6416 -5.2994 3.65 -3.22 -2.65
O -0.8627 -3.5338 -5.9478 -5.41 5.31 3.91
H -2.2735 -5.7482 -2.1666 -0.41 -2.19 -0.70
H -2.6072 -7.6764 -1.8943 0.07 1.82 -1.55
H -1.3139 -7.0408 -3.1571 -2.10 0.24 1.32
H -1.9476 -5.2197 -4.2649 -1.18 -1.24 -1.58
H -1.8724 -6.8576 -5.3142 -1.17 1.99 0.99
H -2.8687 -5.3962 -7.0521 -0.97 -0.04 2.16
H -4.3849 -6.2162 -6.2899 1.98 1.58 0.66
H -5.2441 -4.2097 -5.2740 2.22 0.80 -0.41
H -4.4704 -3.5450 -6.8592 0.59 -0.85 2.26
H -5.8404 -0.9279 -3.2055 1.02 -2.17 -0.65
H -6.0997 -2.1294 -4.6446 1.31 0.17 2.23
H -7.8470 -3.5696 -3.4612 1.46 -0.59 0.42
H -7.2434 -4.8303 -2.5414 0.46 0.97 -0.97
H -4.2347 -3.3304 -1.3584 -1.13 -0.89 -1.05
H -5.2660 -4.6878 -1.3859 1.03 1.13 -0.93
H -7.2591 -3.2168 -0.8854 1.04 0.89 -0.95
H -7.5009 -1.8819 -1.8414 1.40 -0.93 0.49
H -1.6130 1.9465 -3.5421 1.59 -1.90 0.51
H 0.1631 1.3461 -3.8378 -2.09 -1.10 0.74
H -1.5810 1.4148 -1.1482 2.03 -0.54 -1.00
H 0.2144 2.0355 -1.5262 -1.73 -1.81 -0.26
H -0.5569 -0.3884 -0.3457 0.91 0.73 -1.58
H 0.5780 0.0001 -6.6515 -0.37 -1.14 1.49
C 0.4471 3.1570 2.1225 0.09 0.24 0.06
C 1.7740 2.4595 1.8608 -0.04 -0.12 -0.13
C 1.6834 0.9350 1.9523 0.07 -0.11 -0.04
C 1.2832 0.3820 3.3240 -0.07 0.09 0.09
C 2.1953 0.7901 4.4855 -0.14 -0.16 -0.01
C 3.6236 0.2902 4.3328 0.16 0.09 0.11
H 0.0845 2.9680 3.1359 -0.03 0.01 -0.07
H 0.5645 4.2400 2.0093 -0.11 -0.11 0.03
H -0.3147 2.8232 1.4126 -0.01 -0.01 0.06
H 2.5329 2.8406 2.5516 0.01 -0.03 0.00
H 2.1146 2.7268 0.8531 0.03 -0.05 0.11
H 2.6473 0.5066 1.6529 -0.10 0.01 0.02
H 0.9546 0.5777 1.2124 0.17 0.09 0.06
H 1.2595 -0.7137 3.2623 0.02 0.09 0.01
H 0.2581 0.6908 3.5590 0.06 -0.02 -0.04
H 1.7805 0.3789 5.4137 0.00 0.09 -0.08
H 2.1976 1.8782 4.6065 -0.04 -0.02 -0.03
H 3.6490 -0.8013 4.2541 0.02 0.10 -0.04
H 4.2185 0.5804 5.2047 0.02 -0.07 -0.12
H 4.1074 0.7128 3.4476 -0.01 -0.07 0.06
C 3.5148 5.9196 3.8190 -0.13 0.19 0.10
C 4.9804 6.2275 4.0889 0.08 -0.04 -0.15
C 5.8962 5.0160 3.9036 0.15 0.02 -0.01
C 5.6260 3.8383 4.8458 -0.12 -0.03 0.04
C 5.7064 4.1646 6.3406 0.00 -0.16 -0.11
C 7.0859 4.6293 6.7814 0.02 0.11 0.19
H 3.1233 5.1755 4.5171 -0.01 0.01 -0.07
H 2.9141 6.8284 3.9323 -0.01 -0.16 -0.04
H 3.3764 5.5474 2.8002 -0.02 -0.03 0.06
H 5.0904 6.6407 5.0965 0.03 -0.03 -0.03
H 5.3033 7.0152 3.3973 0.01 -0.07 0.11
H 6.9372 5.3414 4.0151 -0.08 -0.05 -0.01
H 5.8043 4.6564 2.8700 0.00 0.06 0.10
H 6.3460 3.0413 4.6195 -0.07 0.07 0.03
H 4.6367 3.4174 4.6324 0.05 0.02 -0.02
H 5.4460 3.2626 6.9074 -0.04 0.09 -0.07
H 4.9610 4.9205 6.6082 0.00 -0.04 -0.05
H 7.8424 3.8688 6.5631 -0.04 0.10 -0.01
H 7.0933 4.8137 7.8605 0.09 -0.01 -0.12
H 7.3767 5.5597 6.2855 0.02 -0.09 0.04
```
Forces are in eV/Å.

Summary:
SMILES ... COCCCC1=C(CC(N)(N)N)C(=O)C(CCO)=C(S)C1=O.CCCCCC.CCCCCC
Frontier orbital gap ... 7.270 eV
Charge ... 0
Electronic energy ... -1884.3144 Ha
LUMO energy ... -1.73 eV
Largest force on an atom ... 8.53 eV/Å